Molecular formula: C6H9N2O
Method: DFT, ωB97M-V with the def2-TZVPD basis set

```
18
Properties=species:S:1:pos:R:3:forces:R:3
C 0.121632 2.693028 -0.908192 1.18 -0.97 3.11
C 0.722417 2.429197 0.325021 0.58 1.51 -2.13
C -0.195232 0.505698 -0.509435 0.26 -0.68 2.08
C 1.060609 0.399014 1.630317 -1.85 -2.78 -0.51
C -0.572565 -0.784196 -0.567051 0.94 -1.69 0.99
C -0.676205 -3.030715 0.112550 -0.01 0.10 4.79
N -0.459458 1.583727 -1.322214 -1.11 -1.46 -1.79
N 0.590753 1.060596 0.603702 -0.04 0.04 0.10
O -0.213759 -1.731442 0.387314 -0.15 3.30 -1.07
H -0.000714 3.540662 -1.513340 0.24 1.28 -0.22
H 1.455232 3.062707 0.803990 -0.34 -0.21 0.36
H 0.623056 -0.632100 1.799086 0.85 1.52 -0.56
H 1.793102 0.655304 2.357222 0.32 1.40 0.09
H -1.016468 -1.278337 -1.413023 -0.46 0.63 -0.49
H -0.050718 -3.629973 0.770856 0.22 -0.52 -0.69
H -0.626786 -3.192623 -0.865568 0.30 -1.34 -4.01
H -1.655586 -3.151074 0.534355 -0.83 0.02 -0.21
H -0.899311 1.500524 -2.225591 -0.09 -0.13 0.16
```
Forces are in eV/Å.

Results
SMILES string   C=[n+]1cc[nH]/c1=C/OC
Charge   +1
ΔE to the lowest compared entry with this formula, charge and spin   223.8 kJ/mol
LUMO energy (spin up / spin down)   -4.7 / -4.7 eV

Molecular formula: C6H9N2O
Method: DFT, ωB97M-V with the def2-TZVPD basis set

```
18
Properties=species:S:1:pos:R:3:forces:R:3
C -1.439981 -0.151149 0.116963 0.77 0.78 0.93
C -0.854868 1.097832 0.001284 -0.36 0.34 -0.17
C 0.761018 -1.010558 -0.036646 0.28 -0.84 -0.14
C -0.579700 -1.262650 0.244180 0.13 1.70 -1.39
C -0.949184 -2.635391 0.602633 -4.03 -0.22 1.04
C 1.032066 2.522447 -0.553599 -0.79 2.55 -0.42
N 0.454741 1.273244 -0.235863 -0.48 -1.29 0.27
N 1.335793 0.211370 -0.263752 -2.87 -0.86 0.63
O 2.495733 0.425151 -0.443509 1.74 -0.34 -0.45
H -2.491060 -0.193872 0.283954 -0.55 -0.18 0.09
H -1.314146 2.107923 0.103401 -0.30 -1.27 -0.28
H 1.391883 -1.877703 -0.176350 0.59 0.45 0.25
H -1.439379 -2.597232 1.626075 0.80 0.07 -0.80
H -0.102460 -3.226942 0.678942 1.42 -1.40 0.00
H -1.822235 -3.172479 0.055129 1.74 1.21 0.20
H 2.042467 2.259028 -0.695677 1.41 0.79 0.23
H 0.680150 2.927063 -1.528673 -0.10 -0.54 0.58
H 0.799162 3.303918 0.221508 0.61 -0.96 -0.57
```
Forces are in eV/Å.

Results
SMILES string   Cc1ccn(C)[n+](=O)c1
Charge   +1
ΔE to the lowest compared entry with this formula, charge and spin   265.0 kJ/mol
LUMO energy (spin up / spin down)   -5.2 / -5.2 eV

Molecular formula: C6H9N2O2
Method: DFT, ωB97M-V with the def2-TZVPD basis set

```
19
Properties=species:S:1:pos:R:3:forces:R:3
C -0.819829 1.943407 3.714303 -0.01 -0.96 0.72
C -1.008435 1.563190 2.260785 0.51 1.35 -2.27
O 0.070241 1.399139 1.591195 -0.06 -0.48 0.92
O -2.121447 1.601734 1.704172 -0.44 -0.39 1.01
H -0.687045 3.005769 3.898341 0.03 0.16 -0.38
H 0.060759 1.412426 4.081038 0.07 0.19 0.06
H -1.665205 1.612139 4.309371 -0.28 0.03 0.07
C 0.315388 -2.884760 -2.916041 -0.27 0.85 0.31
C 1.505275 0.060180 -1.205147 -0.71 0.29 0.62
C -0.241685 -1.199885 -1.096530 -1.12 0.55 -0.69
C 0.542958 -1.626598 -2.143570 0.79 -0.50 2.37
N 0.293255 -0.050821 -0.597057 0.22 -1.06 0.04
N 1.715626 -0.903142 -2.065631 0.09 0.29 -1.71
H -0.091408 0.432362 0.257684 0.77 0.67 -0.18
H 2.150886 0.898454 -1.002784 0.20 -0.14 0.09
H -1.196796 -1.538633 -0.717812 0.04 -0.06 -0.20
H -0.559987 -3.334035 -2.456029 -0.01 -0.47 -0.10
H 1.161411 -3.555996 -2.925875 0.22 -0.20 0.09
H 0.047553 -2.624132 -3.922284 -0.05 -0.12 -0.79
```
Forces are in eV/Å.

Results
Charge   -1
ΔE to the lowest compared entry with this formula, charge and spin   49.0 kJ/mol
LUMO energy   3.8 eV

Molecular formula: C6H9N2O2
Method: DFT, ωB97M-V with the def2-TZVPD basis set

```
19
Properties=species:S:1:pos:R:3:forces:R:3
C 1.220951 -2.818128 1.753978 -0.10 -0.06 -0.45
C -0.769478 0.139520 1.662158 0.10 0.81 -0.05
C 0.821926 -0.686174 0.461977 -0.68 0.33 -0.01
C 0.425151 -1.588320 1.428599 1.29 -0.28 -0.56
N 0.054595 0.429059 0.650975 0.56 -0.11 -1.23
N -0.565710 -1.058821 2.180183 -0.34 -0.07 0.57
H 0.079943 1.353120 -0.057891 -0.88 -0.20 1.07
H -1.446362 0.907608 1.999027 -0.27 -0.24 0.25
H 1.429361 -0.732469 -0.429330 0.36 -0.27 0.30
H 0.627932 -3.661084 2.106259 -0.05 0.05 0.14
H 2.008203 -2.579275 2.469304 -0.12 -0.10 0.31
H 1.752686 -3.131490 0.848495 -0.12 -0.08 0.04
C -0.894844 1.362179 -2.470653 -0.08 -0.25 -0.66
C -0.711228 2.703804 -1.755427 0.47 -0.39 0.44
O -0.236388 2.584008 -0.564663 0.08 0.42 -0.52
O -0.988797 3.755127 -2.321039 -0.17 0.13 -0.14
H -1.610292 0.736675 -1.934471 0.06 0.01 0.11
H 0.049748 0.808043 -2.526559 -0.08 0.12 0.22
H -1.247404 1.476612 -3.500924 -0.03 0.20 0.19
```
Forces are in eV/Å.

Results
Charge   -1
ΔE to the lowest compared entry with this formula, charge and spin   31.4 kJ/mol
LUMO energy   3.7 eV

Which formula does entry 4 have? C6H9N2O2

Among the records above, which one has the highest ΔE to the lowest compared entry with this formula, charge and spin? number 2

Among the records above, which one has the lowest ΔE to the lowest compared entry with this formula, charge and spin? number 4

Among the records above, which one has the highest ΔE to the lowest compared entry with this formula, charge and spin? number 2